A molecular structure, C43H64N9O5RbSSi2. Source: the Open Molecules 2025 dataset; level of theory: ωB97M-V with the def2-TZVPD basis set.

```
! wB97M-V def2-TZVPD RIJCOSX def2/J DEFGRID3
* xyz 0 1
Rb -0.612 -0.533 0.336
C 2.415 -2.405 3.688
N 1.824 -3.091 2.563
C 0.399 -3.375 2.698
C -0.064 -4.098 1.480
N -0.774 -3.554 0.531
C -0.883 -4.536 -0.450
C -1.514 -4.496 -1.691
C -1.434 -5.619 -2.489
C -0.744 -6.767 -2.069
C -0.114 -6.825 -0.842
C -0.197 -5.687 -0.046
N 0.305 -5.381 1.204
C 2.065 -0.950 3.859
N 0.973 -0.328 3.477
C 1.144 0.980 3.879
C 0.199 2.118 3.723
C 0.646 3.411 4.491
C 1.981 3.407 5.174
C 2.794 2.352 5.162
C 2.333 1.135 4.520
N 2.922 -0.105 4.499
H 3.503 -2.480 3.609
H 2.136 -2.948 4.597
H 2.011 -2.604 1.692
H -0.225 -2.484 2.827
H 0.266 -4.001 3.586
H -2.030 -3.606 -2.023
H -1.901 -5.613 -3.464
H -0.698 -7.625 -2.728
H 0.424 -7.708 -0.524
H 0.962 -5.919 1.741
H -0.815 1.795 3.961
H -0.121 3.776 5.178
H 2.275 4.331 5.655
H 3.765 2.385 5.639
H 3.830 -0.346 4.856
C 4.321 -0.507 -5.849
Si 3.467 0.517 -4.507
C 4.854 1.438 -3.606
C 2.532 1.876 -5.459
C 2.429 -0.396 -3.307
C 1.049 -0.598 -3.575
C 0.524 -0.559 -4.911
C -0.800 -0.765 -5.177
C -1.682 -1.049 -4.123
C -1.122 -1.087 -2.866
N 0.159 -0.860 -2.564
Si 3.284 -1.286 -1.958
C 3.851 -0.260 -0.467
C 4.876 -2.097 -2.586
C 2.295 -2.715 -1.221
H 4.901 0.126 -6.527
H 3.586 -1.054 -6.445
H 4.998 -1.244 -5.411
H 5.469 1.984 -4.326
H 5.514 0.771 -3.047
H 4.440 2.160 -2.897
H 3.213 2.706 -5.665
H 1.673 2.269 -4.910
H 2.153 1.522 -6.419
H 1.211 -0.410 -5.732
H -1.155 -0.739 -6.201
H -2.736 -1.232 -4.274
H -1.776 -1.316 -2.024
H 4.522 0.544 -0.775
H 4.393 -0.890 0.247
H 3.008 0.201 0.050
H 5.589 -1.377 -2.997
H 4.646 -2.817 -3.375
H 5.380 -2.631 -1.774
H 1.421 -2.351 -0.685
H 2.927 -3.293 -0.537
H 1.925 -3.389 -1.997
O 1.292 1.319 1.042
C 1.195 2.479 1.332
C 0.206 2.951 2.388
C 0.643 4.219 3.157
C -0.301 5.359 3.046
C -1.367 5.424 2.264
C -1.757 4.311 1.353
C -1.162 2.985 1.722
O -1.735 1.946 1.483
N 0.005 6.518 3.907
O 0.969 6.394 4.643
O -0.739 7.476 3.897
H 1.812 3.250 0.839
H 1.654 4.539 2.890
H -1.965 6.326 2.275
H -2.840 4.201 1.283
N -0.206 4.849 -1.594
C -0.607 3.877 -2.620
C -0.260 2.470 -2.166
N 1.164 2.404 -1.833
H -0.261 5.793 -1.959
H 0.770 4.668 -1.375
H -1.391 4.539 0.329
H -0.111 4.065 -3.581
H -1.683 3.954 -2.791
H -0.564 1.757 -2.942
H -0.842 2.232 -1.264
H 1.430 1.435 -1.648
H 1.698 2.616 -2.673
C -6.060 -3.333 3.544
C -5.064 -2.194 3.366
C -4.783 -1.931 1.893
S -3.659 -0.539 1.650
O -3.260 -0.575 0.204
C -4.826 0.850 1.846
C -5.317 1.399 0.512
C -6.273 0.479 -0.236
H -6.237 -3.541 4.599
H -5.692 -4.249 3.079
H -7.019 -3.090 3.084
H -4.124 -2.434 3.870
H -5.449 -1.291 3.847
H -5.695 -1.759 1.320
H -4.244 -2.766 1.440
H -4.273 1.612 2.393
H -5.648 0.500 2.475
H -4.449 1.613 -0.113
H -5.805 2.354 0.723
H -5.762 -0.425 -0.565
H -6.665 0.975 -1.124
H -7.125 0.196 0.388
*
```

Properties
HOMO: -5.323 eV
Kohn-Sham gap: 0.169 hartree
max |F|: 0.013 hartree/bohr
relative energy (zero: lowest compared OMol25 entry of this formula, charge and spin): 40.20 kJ/mol